(1)
Density functional theory data (wB97M-V/def2-TZVPD) for a single C16H21N3O2S molecule at a distorted geometry.

The LUMO energy is 0.51 eV. As for the spin multiplicity: 1. As for the orbital gap: 8.158 eV. The energy above the lowest of the compared OMol25 structures with the same formula, charge and spin is 10.6898 eV. As for the structure (SMILES): CCOC(=O)Nc1ccc2nc(N3CCCCCC3)sc2c1.

Each line ends with the natural charge from an NBO analysis.
Positions of all 43 atoms, in Å:
1 S 1.15 1.87 0.73  0.288
2 O -5.39 -0.58 0.16  -0.496
3 O -6.30 1.55 0.11  -0.598
4 N -4.02 1.39 0.00  -0.624
5 N 3.34 0.25 0.83  -0.444
6 N 1.12 -0.91 0.84  -0.509
7 C -0.45 1.24 0.47  -0.261
8 C 5.04 -1.49 0.24  -0.424
9 C 1.87 0.19 0.82  0.324
10 C -1.60 1.55 0.27  -0.188
11 C 3.83 -1.05 1.05  -0.230
12 C -0.31 -0.25 0.53  0.181
13 C 4.36 1.68 -0.72  -0.382
14 C 4.07 1.33 0.83  -0.213
15 C -5.34 0.83 0.16  0.897
16 C -1.31 -1.34 0.54  -0.198
17 C -2.81 0.78 0.20  0.107
18 C -2.57 -0.53 0.52  -0.234
19 C 4.72 -0.96 -1.14  -0.348
20 C 5.36 0.55 -1.43  -0.395
21 C -7.17 -1.13 -1.07  -0.621
22 C -6.59 -0.92 0.27  -0.097
23 H -1.77 2.71 0.16  0.183
24 H 4.12 -1.27 2.02  0.181
25 H 3.05 -1.85 0.96  0.255
26 H -8.35 -1.51 -0.91  0.201
27 H -7.38 -0.22 -1.65  0.221
28 H -1.28 -2.26 0.92  0.223
29 H 6.32 0.78 -1.04  0.189
30 H -3.46 -1.27 0.37  0.225
31 H -6.46 -1.86 -1.53  0.210
32 H 5.39 -1.54 -2.11  0.175
33 H 5.10 -2.60 0.15  0.218
34 H -7.25 -0.12 0.76  0.199
35 H 4.76 2.60 -0.70  0.179
36 H 3.57 2.16 1.07  0.205
37 H 5.90 -1.15 0.56  0.192
38 H 5.35 0.56 -2.49  0.201
39 H -4.07 2.50 0.09  0.429
40 H 3.79 -0.80 -1.49  0.199
41 H -6.64 -1.89 0.79  0.175
42 H 3.40 1.76 -1.54  0.199
43 H 4.91 1.20 1.40  0.204

=====

(2)
Density functional theory data (wB97M-V/def2-TZVPD) for a single C16H21N3O4 molecule at a distorted geometry.

The LUMO energy is -0.35 eV. As for the spin multiplicity: 1. As for the orbital gap: 7.911 eV. The energy above the lowest of the compared OMol25 structures with the same formula, charge and spin is 5.1100 eV. As for the structure (SMILES): O=C(c1ccc(N2CCCCC2)c([N+](=O)[O-])c1)N1CCOCC1.

Each line ends with the natural charge from an NBO analysis.
Positions of all 44 atoms, in Å:
1 O 0.48 2.60 -1.38  -0.388
2 O 1.96 2.19 0.12  -0.389
3 O -5.83 1.31 0.92  -0.528
4 O -3.17 -2.15 -1.35  -0.619
5 N 2.79 -0.48 -0.12  -0.437
6 N 1.07 1.84 -0.63  0.523
7 N -3.72 -0.25 -0.28  -0.432
8 C 0.78 -1.79 0.16  -0.297
9 C -4.63 0.98 1.59  -0.074
10 C 3.61 -1.36 0.69  -0.210
11 C 0.61 0.49 -0.55  -0.091
12 C 3.56 0.19 -1.15  -0.202
13 C -3.45 0.84 0.63  -0.248
14 C -2.82 -1.16 -0.73  0.666
15 C -0.57 -1.94 0.00  -0.109
16 C -5.12 -0.49 -0.58  -0.250
17 C 4.66 1.06 -0.54  -0.413
18 C -5.90 0.81 -0.40  -0.078
19 C 5.56 0.19 0.32  -0.398
20 C 1.44 -0.58 -0.15  0.324
21 C 4.71 -0.54 1.36  -0.401
22 C -1.37 -0.89 -0.47  -0.198
23 C -0.76 0.32 -0.74  -0.086
24 H 5.33 -1.20 1.97  0.210
25 H 3.00 -1.83 1.46  0.212
26 H -3.33 1.79 0.09  0.194
27 H -5.52 -1.26 0.09  0.199
28 H 5.23 1.53 -1.34  0.211
29 H 6.08 -0.54 -0.30  0.192
30 H -4.45 1.78 2.31  0.199
31 H -5.52 1.56 -1.10  0.167
32 H 4.02 -0.58 -1.78  0.182
33 H -1.33 1.17 -1.10  0.237
34 H -6.96 0.64 -0.61  0.201
35 H 4.07 -2.14 0.06  0.179
36 H 4.20 1.84 0.07  0.229
37 H 1.36 -2.64 0.47  0.223
38 H -1.04 -2.89 0.20  0.232
39 H -2.54 0.64 1.20  0.228
40 H 2.90 0.78 -1.79  0.211
41 H 6.32 0.80 0.82  0.214
42 H -5.20 -0.86 -1.60  0.239
43 H -4.76 0.03 2.15  0.167
44 H 4.25 0.20 2.02  0.208

=====

(3)
Density functional theory data (wB97M-V/def2-TZVPD) for 3 unconnected molecules or ions with the total composition C16H22BBr2ClFO9 at a distorted geometry.

The LUMO energy is 1.98 eV. As for the charge: -1. As for the spin multiplicity: 1. As for the orbital gap: 6.519 eV.

Each line ends with the natural charge from an NBO analysis.
Positions of all 52 atoms, in Å:
1 Br 0.00 1.14 1.55  0.020
2 Br -2.65 2.99 2.39  -0.007
3 Cl -0.43 3.87 -4.45  -0.091
4 F 2.08 -1.35 -0.18  -0.386
5 O -1.62 -6.95 -0.30  -0.478
6 O 0.65 4.03 3.77  -0.559
7 O 1.35 3.37 5.85  -0.487
8 O 0.21 -8.19 0.17  -0.489
9 O 1.56 1.96 4.10  -0.476
10 O -1.52 -9.13 -1.01  -0.590
11 O -0.21 -0.04 -3.32  -0.754
12 O -1.71 1.54 -2.58  -0.743
13 O 0.36 -2.94 0.45  -0.623
14 C 2.27 1.39 5.19  -0.100
15 C 0.13 0.26 -1.89  0.064
16 C -2.21 2.80 0.41  -0.071
17 C -0.61 1.74 -1.60  0.230
18 C 0.44 2.98 -1.77  -0.461
19 C 1.14 3.19 4.51  0.960
20 C 1.72 2.11 6.37  -0.101
21 C 0.66 -1.84 -0.25  0.887
22 C 0.51 -6.85 0.52  -0.099
23 C -3.17 3.61 -0.63  -0.678
24 C 1.97 2.23 -3.96  -0.650
25 C -0.52 -1.08 -1.16  -0.517
26 C -1.02 -8.17 -0.43  0.963
27 C -0.84 -6.21 0.61  -0.111
28 C 0.94 3.34 -3.27  -0.156
29 C -1.05 1.96 0.00  -0.085
30 B -1.59 0.49 -3.61  0.450
31 H 3.34 1.58 5.05  0.181
32 H -4.11 4.00 -0.01  0.221
33 H -1.75 0.80 -4.74  -0.123
34 H 1.40 2.70 -1.12  0.231
35 H 1.30 0.39 -1.89  0.205
36 H -1.28 -6.30 1.61  0.175
37 H 0.83 1.62 6.78  0.183
38 H -2.38 -0.33 -3.33  -0.166
39 H -0.82 -5.15 0.33  0.240
40 H -2.62 4.60 -1.00  0.233
41 H -0.05 3.92 -1.24  0.230
42 H 1.13 -6.41 -0.27  0.190
43 H 1.40 1.52 -4.71  0.269
44 H 1.06 -6.81 1.46  0.199
45 H 2.10 0.31 5.24  0.205
46 H -0.85 -1.91 -1.95  0.297
47 H 2.60 1.63 -3.16  0.215
48 H -1.37 -0.78 -0.42  0.269
49 H 2.76 2.82 -4.61  0.198
50 H 1.61 4.32 -3.17  0.207
51 H -3.61 2.97 -1.51  0.284
52 H 2.46 2.23 7.17  0.197

=====

(4)
Density functional theory data (wB97M-V/def2-TZVPD) for a single C16H22Cl2N2O2 molecule.

The LUMO energy is 0.57 eV. As for the spin multiplicity: 1. As for the orbital gap: 9.153 eV. The energy above the lowest of the compared OMol25 structures with the same formula, charge and spin is 0.3700 eV. As for the structure (SMILES): CC(C)(CNC(=O)Cc1ccc(Cl)cc1Cl)N1CCOCC1.

Each line ends with the natural charge from an NBO analysis.
Positions of all 44 atoms, in Å:
1 Cl 3.14 -0.66 -0.07  0.000
2 Cl 6.04 3.06 2.44  0.019
3 O -0.79 2.42 -0.37  -0.637
4 O -2.22 -1.64 -3.15  -0.523
5 N -1.58 -1.27 -0.40  -0.473
6 N 0.11 0.60 0.62  -0.623
7 C -1.40 -2.54 -2.45  -0.067
8 C 4.47 1.33 1.11  -0.249
9 C 3.89 3.66 0.93  -0.242
10 C -0.60 -2.19 1.65  -0.627
11 C 1.39 1.68 -1.11  -0.528
12 C 3.40 1.02 0.29  -0.019
13 C 4.71 2.66 1.42  -0.033
14 C -2.12 -0.36 -2.58  -0.065
15 C -2.95 -1.34 1.71  -0.638
16 C 0.11 1.61 -0.26  0.702
17 C -1.04 0.25 1.42  -0.228
18 C -2.49 -0.37 -1.10  -0.268
19 C -1.57 -1.16 1.06  0.141
20 C 2.83 3.32 0.11  -0.120
21 C -1.76 -2.60 -0.96  -0.249
22 C 2.56 2.00 -0.24  -0.055
23 H 0.86 -0.08 0.58  0.404
24 H 1.52 0.73 -1.62  0.241
25 H 1.25 2.47 -1.85  0.246
26 H -0.37 -1.92 2.68  0.216
27 H -3.37 -2.31 1.46  0.213
28 H 2.19 4.10 -0.28  0.220
29 H 0.32 -2.22 1.08  0.211
30 H -2.85 -1.28 2.80  0.215
31 H -1.10 -3.31 -0.48  0.207
32 H 5.11 0.56 1.50  0.241
33 H -0.77 0.27 2.48  0.198
34 H -1.79 1.02 1.25  0.233
35 H -3.54 -0.70 -1.01  0.171
36 H -1.04 -3.18 1.66  0.215
37 H -2.80 0.28 -3.14  0.196
38 H 4.08 4.69 1.18  0.232
39 H -2.80 -2.95 -0.86  0.168
40 H -3.64 -0.57 1.39  0.214
41 H -2.41 0.64 -0.72  0.232
42 H -1.09 0.03 -2.69  0.160
43 H -0.35 -2.25 -2.55  0.160
44 H -1.55 -3.52 -2.92  0.191

=====

(5)
Density functional theory data (wB97M-V/def2-TZVPD) for a molecular structure, C16H22Cl5OS3Se2Tc at a distorted geometry.

The LUMO energy (spin up / spin down) is -9.66 / -12.03 eV. As for the charge: +3. As for the spin multiplicity: 4. As for the orbital gap (spin up / spin down): 7.126 / 4.794 eV. The energy above the lowest of the compared OMol25 structures with the same formula, charge and spin is 0.0000 eV.

Each line ends with the Mulliken spin population.
Positions of all 50 atoms, in Å:
1 Tc -15.70 -2.71 5.15  1.592
2 Se -17.91 -2.66 6.09  0.003
3 Se -14.84 -1.77 7.20  -0.023
4 Cl -15.54 1.52 1.80  0.036
5 Cl -10.28 0.01 1.48  -0.012
6 Cl -12.66 1.88 0.42  0.104
7 Cl -10.93 -2.22 3.60  0.063
8 Cl -16.14 -0.65 3.81  0.012
9 S -17.25 -4.71 3.58  0.129
10 S -15.13 -4.72 5.88  0.043
11 S -14.68 -4.15 2.70  0.195
12 O -13.64 -2.18 4.64  0.201
13 C -17.53 -2.24 8.03  0.009
14 C -12.15 -1.13 3.10  0.162
15 C -16.40 -6.04 5.87  0.008
16 C -15.68 -4.85 1.32  -0.003
17 C -13.44 -1.29 3.70  0.177
18 C -16.42 -1.21 8.20  0.012
19 C -13.91 -5.62 3.48  -0.005
20 C -17.05 -5.25 1.82  -0.003
21 C -12.95 0.72 1.66  0.229
22 C -13.68 -5.38 4.95  0.017
23 C -14.48 -0.46 3.21  -0.013
24 C -17.09 -6.26 4.54  0.001
25 C -18.81 -1.00 5.71  0.006
26 C -14.25 0.53 2.26  0.093
27 C -14.13 0.04 7.00  0.021
28 C -11.90 -0.14 2.11  -0.068
29 H -18.12 -6.56 4.72  0.008
30 H -13.41 -6.30 5.51  -0.003
31 H -17.24 -6.35 1.78  0.000
32 H -18.47 -1.92 8.51  -0.001
33 H -13.26 -0.03 6.31  0.005
34 H -15.10 -5.68 0.88  0.002
35 H -17.89 -4.75 1.34  0.001
36 H -16.15 -1.10 9.27  -0.001
37 H -17.22 -3.21 8.48  -0.001
38 H -16.64 -7.06 3.92  -0.002
39 H -12.90 -4.64 5.10  -0.001
40 H -17.08 -5.74 6.68  0.001
41 H -12.96 -5.74 2.93  0.011
42 H -14.51 -6.51 3.28  -0.001
43 H -15.89 -6.94 6.23  -0.002
44 H -19.25 -1.09 4.69  0.001
45 H -16.72 -0.24 7.81  0.000
46 H -15.68 -4.05 0.57  0.001
47 H -14.87 0.73 6.55  0.001
48 H -18.11 -0.14 5.72  0.001
49 H -13.78 0.43 7.98  -0.002
50 H -19.62 -0.79 6.41  -0.002

=====

Number 1: energy -36324.1726 eV. Number 2: energy -29590.2599 eV. Number 3: energy -191373.6609 eV. Number 4: energy -49069.8324 eV. Number 5: energy -246976.8817 eV.